Entry 1:
15
Properties=species:S:1:pos:R:3:forces:R:3 method="wB97M-V/def2-TZVPD" gap_ha=0.3933 homo_energy_ev=-10.3095 charge=0
S 0.3598 -0.3246 0.9336 0.9345 -3.4820 3.0147
O 0.0365 1.0359 1.2153 0.0141 0.2253 0.8004
O -0.1831 -1.4180 1.7590 0.0603 2.1488 -1.4342
N 0.1974 -0.6630 -0.6313 -3.3118 1.8284 -4.2888
N -1.6073 0.2805 -1.9825 -1.9380 0.2711 -0.6617
N 2.0140 -0.6068 0.8157 -0.0872 0.6316 -0.8651
N -0.7426 1.1425 -2.1168 -1.1691 -1.5568 -0.3453
C 0.4036 0.7205 -1.4748 2.2220 0.4785 5.0618
C -1.2092 -0.9294 -1.2936 3.1783 -0.3797 -1.0071
H 1.2585 0.5908 -2.0842 0.8114 0.1838 -0.6398
H 0.4941 1.4561 -0.5719 0.7438 -0.7591 -2.1772
H 2.0675 -1.2399 0.0193 0.5003 0.0759 0.6144
H 2.6625 -0.8079 1.5702 -0.8117 0.1697 0.2171
H -0.8931 -1.6499 -2.0873 -0.6432 0.4264 0.3833
H -2.0293 -1.3534 -0.7841 -0.5037 -0.2620 1.3275


Entry 2:
93
Properties=species:S:1:pos:R:3:forces:R:3 method="wB97M-V/def2-TZVPD" gap_ha="0.1906 / 0.1743" homo_energy_ev="-6.1069 / -6.9818" spin_multiplicity=6 charge=0
Ru -1.0896 -0.0853 0.0847 0.3237 0.1100 -0.0931
S 3.0578 -0.9915 -1.2247 -0.0683 0.0412 0.0008
S 0.6818 1.6481 -0.5968 -0.0319 0.0446 0.0920
Si 3.0125 3.8321 0.6401 0.0515 0.0400 -0.1622
N -2.7528 2.6624 -1.0050 -0.0123 -0.0455 -0.0084
N -2.2602 1.3111 0.9586 -0.2106 -0.1543 -0.0785
N -1.4146 -1.2496 1.7546 -0.0671 0.0653 -0.0472
N -0.6774 -0.9904 -3.1605 -0.0458 0.0424 0.0239
N 2.9258 -3.3627 -2.5595 0.0175 -0.0073 0.0295
N -0.3693 -3.2895 1.0489 -0.0747 0.0407 0.0049
N -0.5223 -1.7861 -0.8656 -0.1792 -0.0158 -0.0101
N -2.3654 0.4028 3.2181 -0.0236 -0.0555 -0.0819
N -1.7955 0.5842 -1.7394 -0.0699 -0.0312 0.0031
N 3.0710 -3.5892 -0.4224 -0.0322 0.0663 -0.0257
N 1.0116 0.3004 1.5747 -0.1864 0.0616 0.1751
C 2.9720 -4.7203 -2.2896 -0.0384 -0.0422 0.0306
C -1.5181 -1.6247 5.3999 0.0087 -0.0399 -0.0298
C -1.3925 -1.6791 4.0266 0.0264 0.0110 0.0101
C -0.3544 -5.4176 -1.2376 0.0013 0.0399 0.0265
C -5.3000 3.7841 3.3644 -0.0100 0.0095 0.0079
C -0.3887 -4.0255 -1.2967 0.0595 -0.0273 -0.0065
C 2.9275 1.8927 2.7296 -0.0745 -0.0171 0.0997
C 3.0569 -4.8637 -0.9546 -0.0163 -0.0774 -0.0266
C -0.5636 -1.9517 -2.2208 0.0326 -0.0404 -0.0323
C -0.8268 1.3469 -5.1955 -0.0204 0.0245 0.0285
C -0.8024 -2.7632 3.3911 0.0242 -0.0077 0.0216
C -1.0239 -2.7051 6.1252 -0.0036 0.0068 0.0158
C -0.4349 -3.7952 5.4877 -0.0017 -0.0101 0.0292
C -5.4224 4.4385 2.1269 -0.0187 0.0177 0.0218
C 2.3913 2.2767 1.5062 0.1096 0.0021 0.0564
C -0.4618 -3.3554 -2.5261 0.0231 0.0342 0.0074
C -0.4235 -3.0124 -0.2766 0.0691 -0.0181 0.0759
C -3.8108 2.9716 1.1923 -0.0177 -0.0052 0.0024
C -3.6894 2.3181 2.4267 0.0115 -0.0056 -0.0019
C 1.4308 1.4103 0.9557 0.0945 -0.0999 -0.1338
C -2.7245 1.2662 2.2404 0.0680 0.0721 0.1109
C -1.7729 -0.7210 2.9678 -0.0175 0.0239 0.0735
C 3.0081 -2.6455 -1.4039 0.1025 -0.0147 0.0218
C 2.5008 0.7364 3.3770 0.0022 0.0220 -0.0643
C -2.9179 2.3024 0.2828 0.0644 0.0487 0.0104
C -1.2039 0.1644 -2.9057 0.0285 -0.0146 -0.0745
C -1.0253 2.5561 -5.8535 -0.0010 0.0042 -0.0152
C 1.6375 4.8857 -0.0763 0.0029 0.0021 0.1070
C -0.3172 -3.8425 4.1017 -0.0317 0.0292 0.0012
C -0.4449 -5.4383 -3.6636 0.0048 -0.0081 -0.0295
C 2.8404 -2.7596 -3.8700 -0.0271 0.0036 -0.0224
C -1.6475 3.6304 -5.2192 0.0066 0.0058 -0.0148
C -0.8225 -2.4687 1.9427 0.0519 -0.0893 -0.0209
C -2.1973 1.8923 -1.8847 -0.0318 0.0337 -0.0019
C 1.5216 -0.0175 2.7614 0.1087 -0.0146 -0.0542
C -1.8939 2.3281 -3.2607 0.0170 0.0268 -0.0198
C -2.0931 3.5329 -3.9054 0.0018 -0.0276 0.0005
C -4.6851 4.0432 1.0284 0.0299 -0.0191 -0.0078
C -1.2727 1.2598 -3.8919 0.0107 -0.0115 -0.0155
C 4.2091 3.3114 -0.7028 -0.0497 -0.0430 0.0205
C -4.4382 2.7180 3.5310 0.0254 -0.0042 -0.0249
C -0.4843 -4.0585 -3.7288 -0.0145 0.0215 0.0272
C 3.9130 4.8604 1.9311 -0.0119 -0.0325 0.0331
C -0.3879 -6.1110 -2.4306 0.0196 -0.0198 -0.0225
H -0.5520 -3.5335 -4.6728 0.0087 -0.0051 -0.0008
H -6.1101 5.2696 2.0386 0.0023 -0.0014 0.0008
H -4.3373 2.2091 4.4801 -0.0031 0.0003 -0.0009
H 2.0123 5.9033 -0.2183 -0.0231 0.0017 -0.0160
H -1.7778 4.5586 -5.7604 -0.0022 -0.0040 0.0023
H 3.7093 2.6476 -1.4124 0.0057 0.0029 0.0037
H -0.3701 -7.1934 -2.4233 -0.0042 0.0040 0.0033
H -4.7739 4.5434 0.0734 0.0032 -0.0037 -0.0001
H -0.3145 -5.9284 -0.2843 0.0062 0.0065 -0.0042
H 1.2868 4.5022 -1.0326 0.0182 -0.0121 -0.0129
H 3.0894 -5.7479 -0.3453 0.0000 -0.0014 -0.0068
H 3.8320 -2.5177 -4.2541 0.0040 0.0160 0.0117
H 2.2625 -1.8405 -3.7884 -0.0144 0.0012 -0.0219
H 3.1077 -3.3304 0.5475 0.0061 -0.0054 0.0031
H 2.9107 -5.4560 -3.0710 -0.0052 -0.0026 0.0098
H 2.3413 -3.4553 -4.5426 0.0093 0.0096 0.0049
H 2.9125 0.4338 4.3296 -0.0075 0.0024 0.0085
H 4.1517 5.8433 1.5193 0.0072 -0.0023 -0.0129
H -0.6863 2.6713 -6.8750 0.0001 -0.0004 0.0043
H 5.0510 2.7637 -0.2732 -0.0014 0.0013 -0.0130
H -0.3366 0.5096 -5.6734 -0.0017 -0.0013 0.0014
H 3.6831 2.5085 3.2048 -0.0014 0.0056 -0.0197
H 0.1344 -4.6855 3.5962 0.0058 0.0052 -0.0061
H -2.5666 4.3634 -3.3997 -0.0055 -0.0061 0.0042
H 4.8517 4.4056 2.2546 -0.0113 -0.0222 -0.0063
H 0.7756 4.9311 0.5936 0.0138 0.0140 0.0050
H 4.6040 4.1669 -1.2552 -0.0147 0.0238 0.0143
H -0.4746 -6.0175 -4.5780 0.0028 -0.0020 0.0066
H 1.1437 -0.9234 3.2227 -0.0113 0.0002 0.0254
H -1.0961 -2.7004 7.2051 0.0015 -0.0059 -0.0029
H -1.9768 -0.7732 5.8840 -0.0009 0.0044 -0.0066
H -5.8948 4.1272 4.2011 -0.0026 -0.0017 -0.0038
H 3.2906 5.0149 2.8162 0.0060 0.0273 -0.0112
H -0.0630 -4.6173 6.0854 0.0001 -0.0004 -0.0059


Entry 3:
96
Properties=species:S:1:pos:R:3:forces:R:3 method="wB97M-V/def2-TZVPD" gap_ha=0.2915 homo_energy_ev=-7.6456 charge=0
In -0.4599 0.1377 -1.2188 0.0308 0.1191 -0.1488
S 2.0598 1.3078 -0.7127 -0.5895 0.3662 0.6209
P -1.6922 2.0443 0.8297 0.4591 -0.1689 0.0028
P -0.2993 -2.8071 0.1932 -0.1938 0.1282 0.2463
Si -2.7783 -0.6892 -0.7281 0.2270 -0.4192 0.1128
O -0.7940 0.8139 -3.1439 -0.0828 0.1299 -0.4174
O 0.1725 1.0123 -5.1469 0.0318 0.0252 -0.0205
O 1.1373 2.4434 -0.6319 0.2237 -0.0554 -0.0336
O 2.0910 0.4594 0.4611 0.1577 0.0909 -0.1058
N 1.6364 0.3568 -1.9176 -0.3374 0.0763 0.0952
C -2.9318 6.4311 0.2506 0.0114 -0.0099 -0.0024
C 4.7388 1.1511 -0.9977 0.0196 0.0584 -0.0010
C 3.6392 2.0054 -0.9977 0.3278 -0.4036 -0.2172
C -3.2483 -5.3303 -1.1656 -0.0203 -0.0134 -0.0094
C 1.3424 1.8561 4.2991 0.0051 0.0017 0.0072
C 1.1238 -5.1655 0.9486 -0.0267 -0.0915 0.0174
C -0.0088 -5.1596 3.4821 0.0231 -0.0071 -0.0167
C -3.8022 0.0656 -2.0872 -0.0772 0.1647 -0.0285
C 0.8022 -2.9048 -1.2520 0.1167 0.0558 0.0551
C 3.0441 -2.6947 -2.1219 -0.0523 0.0060 0.0134
C 5.0663 3.8602 -1.4673 -0.0501 0.0959 -0.0082
C -2.0567 -4.8276 -0.6696 -0.0540 0.0245 0.0396
C -0.0570 3.1885 2.8645 0.0124 0.0507 0.0449
C 3.7920 3.3577 -1.2386 0.0133 0.0149 0.0126
C -4.3494 -0.9378 1.5899 0.0093 0.0657 0.0820
C 6.1807 3.0332 -1.4627 -0.0257 -0.0899 0.0055
C -4.5323 0.6140 3.4153 0.0036 -0.0019 0.0042
C 0.8867 -6.1601 3.1266 -0.0248 0.0119 0.0352
C -3.0407 1.0770 1.5756 -0.0365 0.0117 0.0111
C -1.6436 5.9945 -0.0324 -0.0126 0.0012 -0.0024
C 7.5589 3.5837 -1.6884 0.0545 0.0658 -0.0208
C -4.9129 -0.5722 2.8011 0.0010 0.0051 0.0028
C -4.1050 -3.0978 -1.3153 0.0418 -0.0116 -0.0577
C 0.3074 -2.8260 -2.5521 -0.0199 0.0044 -0.1064
C 1.6024 0.9686 -3.2549 0.2649 -0.0511 0.0376
C -3.8731 5.5331 0.7280 0.0391 -0.0140 0.0059
C 5.9976 1.6687 -1.2273 0.0166 0.0083 0.0023
C -2.2325 3.7662 0.6773 -0.0860 -0.0032 -0.0923
C -3.5895 1.4243 2.8108 0.0418 0.0070 -0.0165
C -0.5082 2.0413 2.2238 -0.0741 0.1118 -0.0246
C -2.9115 -2.5656 -0.8130 -0.1622 -0.0959 -0.1117
C -0.0203 0.8012 2.6279 0.0371 -0.0964 0.0126
C 0.2312 0.9225 -3.9398 -0.0656 0.0152 0.0128
C -4.2807 -4.4620 -1.4860 0.0266 -0.0026 0.0160
C 0.8662 3.0946 3.8982 -0.0174 -0.0075 -0.0188
C 2.5411 -2.6076 -3.4152 0.0389 -0.0011 0.0014
C 0.2278 -4.1590 1.2961 0.0681 -0.0798 -0.0308
C 2.1820 -2.8157 -1.0470 0.0277 0.0369 -0.0542
C 0.8959 0.7071 3.6604 -0.0142 0.0327 -0.0052
C -3.5249 4.2056 0.9428 -0.0827 0.0116 0.0169
C -1.2977 4.6684 0.1643 0.0365 0.0394 -0.0263
C 1.1747 -2.6617 -3.6282 -0.0334 -0.0154 0.0278
C -1.8809 -3.4583 -0.4805 0.0524 -0.0464 0.0034
C -0.3255 -4.1603 2.5766 0.0100 -0.0084 0.0305
C 1.4537 -6.1588 1.8620 0.0030 0.0288 -0.0408
C -3.4088 -0.1202 0.9487 -0.1449 -0.0584 0.1096
H -4.9134 -2.4325 -1.5950 -0.0167 0.0260 -0.0047
H -3.3689 -6.3971 -1.3030 0.0007 -0.0090 -0.0018
H 2.0644 1.7859 5.1023 0.0085 -0.0022 0.0042
H 1.2746 -0.2638 3.9509 0.0114 -0.0139 0.0146
H -0.4525 -5.1501 4.4688 -0.0003 -0.0092 0.0202
H -0.9078 6.6850 -0.4222 0.0042 0.0267 -0.0086
H 6.8555 1.0071 -1.2240 0.0161 0.0056 -0.0031
H -3.5815 -0.3987 -3.0477 0.0050 -0.0287 -0.0197
H -0.7591 -2.8949 -2.7386 0.0173 0.0049 0.0266
H 5.1879 4.9202 -1.6541 0.0214 0.0001 -0.0017
H -4.8836 5.8598 0.9350 -0.0089 0.0155 0.0033
H -3.5711 1.1279 -2.1873 -0.0129 0.0189 0.0186
H -4.2745 3.5167 1.3092 0.0174 -0.0358 0.0105
H 3.2153 -2.4850 -4.2529 0.0054 -0.0009 -0.0107
H -4.6382 -1.8821 1.1465 -0.0005 -0.0342 -0.0467
H -1.2579 -5.5119 -0.4171 0.0473 -0.0201 0.0167
H 1.1442 -6.9344 3.8370 0.0026 -0.0146 0.0072
H 2.1527 -6.9350 1.5784 0.0053 -0.0099 0.0043
H 1.5625 -5.1845 -0.0406 0.0002 0.0103 -0.0103
H -4.9543 0.8948 4.3712 -0.0148 0.0030 0.0164
H 8.1368 3.5677 -0.7628 0.0042 -0.0043 0.0180
H -0.3004 4.3248 -0.0859 -0.0005 -0.0320 0.0089
H 2.5813 -2.8184 -0.0392 -0.0179 -0.0048 0.0034
H -5.6389 -1.2190 3.2765 -0.0072 -0.0149 0.0001
H 2.3099 0.4453 -3.8993 -0.0422 0.0312 -0.0121
H -4.8675 -0.0281 -1.8657 -0.0326 -0.0149 -0.0340
H 1.8922 2.0254 -3.2323 -0.0327 -0.0151 -0.0191
H -1.0118 -3.3726 2.8681 -0.0081 0.0289 -0.0276
H -3.2552 2.3269 3.3083 0.0046 0.0270 0.0038
H 4.1110 -2.6399 -1.9472 0.0191 0.0018 -0.0184
H -3.2009 7.4661 0.0876 -0.0126 0.0156 -0.0045
H -5.2148 -4.8439 -1.8765 -0.0187 -0.0064 -0.0023
H 7.5219 4.6136 -2.0406 -0.0082 0.0007 0.0047
H 0.7732 -2.5741 -4.6293 0.0013 -0.0030 -0.0128
H 2.9260 4.0041 -1.2394 -0.0217 -0.0096 0.0027
H 8.1065 2.9939 -2.4236 -0.0124 -0.0264 -0.0073
H -0.4204 4.1644 2.5684 -0.0111 -0.0295 -0.0173
H 4.6004 0.0942 -0.8117 -0.0413 -0.0167 0.0088
H -0.3387 -0.1090 2.1265 -0.0332 0.0301 -0.0188
H 1.2094 3.9972 4.3871 0.0139 -0.0036 0.0207